Entry 1:
The following is a DFT calculation (ωB97M-V/def2-TZVPD) of a 2-piece molecular cluster, C3H9NO2 overall at a distorted geometry.

Geometry as XYZ:
```
15
C3H9NO2, DFT ωB97M-V/def2-TZVPD
C -2.78425 -0.55498 1.00473
C -2.06736 0.77552 0.96608
O -1.60212 1.30779 1.93988
O -1.85725 1.19438 -0.27626
H -3.91958 -0.55075 0.71083
H -2.82573 -0.96701 2.00603
H -2.38685 -1.10171 0.18973
H -1.34875 1.91768 -0.18486
C 2.82364 0.19152 -0.56285
N 2.44435 -0.69460 -1.78684
H 3.40134 -0.44815 0.19062
H 2.07276 0.33066 0.12306
H 3.38994 0.93094 -0.96215
H 3.16641 -1.27497 -1.78874
H 1.49345 -1.05629 -1.56927
```

For the HOMO-LUMO gap, the calculation gives 10.095 eV. The calculation puts the HOMO energy at -0.3479 Ha. For the largest force on an atom, the calculation gives 6.97 eV/Å. The calculation puts the electronic energy at -8840.6233 eV. The relative energy (zero: lowest compared OMol25 entry of this formula, charge and spin) comes out at 225.0 kJ/mol. The structure (SMILES) is CC(=O)O.CN. The LUMO energy comes out at 0.023 Ha.



Entry 2:
The following is a DFT calculation (ωB97M-V/def2-TZVPD) of C5H13HoO2 as an isolated structure at a distorted geometry.

Geometry as XYZ:
```
21
C5H13HoO2, DFT ωB97M-V/def2-TZVPD
C 2.67876 0.97154 -1.07380
O 1.39458 0.64916 -0.59771
C 1.20797 -0.61342 0.79237
H 2.86552 0.13608 -1.76610
H 2.65099 1.91504 -1.63785
H 3.47782 0.95920 -0.31621
H 1.82863 -1.46806 0.46713
H 2.07497 -0.12219 1.25477
C -2.78698 0.66647 -0.63981
O -1.55131 0.37670 0.01725
C -1.28452 -1.03276 0.12801
C -0.12963 -1.28007 1.07232
H -2.89545 1.75533 -0.69217
H -2.77910 0.24216 -1.65253
H -3.60746 0.23572 -0.05198
H -1.08256 -1.44017 -0.87416
H -2.19449 -1.50379 0.52460
H 0.02575 -2.36623 1.10113
H -0.44152 -0.96923 2.08204
H 0.63323 0.87918 1.67788
Ho -0.08520 2.00934 0.18483
```

For the HOMO-LUMO gap (spin up / spin down), the calculation gives 8.179 / 8.017 eV. The calculation puts the HOMO energy (spin up / spin down) at -0.6219 / -0.6206 Ha. For the largest force on an atom, the calculation gives 4.83 eV/Å. The calculation puts the electronic energy at -35266.7571 eV. As for the expectation value of S²: 6.01. The multiplicity is 5. The relative energy (zero: lowest compared OMol25 entry of this formula, charge and spin) comes out at 342.8 kJ/mol. Its net charge is +2. The LUMO energy (spin up / spin down) comes out at -0.321 / -0.326 Ha.



Entry 3:
The following is a DFT calculation (ωB97M-V/def2-TZVPD) of one molecule with the formula C5H7NO2 at a distorted geometry.

Geometry as XYZ:
```
15
C5H7NO2, DFT ωB97M-V/def2-TZVPD
N -0.45497 -0.98194 1.82323
C -0.40799 -1.79082 0.61473
C -0.27699 -1.40295 -0.64744
C -0.21137 -0.14662 -1.12656
O -0.35786 0.37349 -2.33787
C -0.14777 0.82465 0.12996
C 0.48572 2.07514 0.25510
O 1.24823 0.95159 0.69515
H 0.55090 -0.28114 1.85863
H -0.25492 -1.54083 2.56149
H -0.71092 -2.78049 0.77905
H -0.74222 -2.19868 -1.43616
H -0.87421 0.49354 0.98141
H 1.17120 2.27311 -0.65547
H 0.27240 2.95101 0.93543
```

For the HOMO-LUMO gap, the calculation gives 9.126 eV. The calculation puts the HOMO energy at -0.3439 Ha. For the largest force on an atom, the calculation gives 9.41 eV/Å. The calculation puts the electronic energy at -10878.2044 eV. The relative energy (zero: lowest compared OMol25 entry of this formula, charge and spin) comes out at 522.3 kJ/mol. The structure (SMILES) is N/C=C\C(=O)[C@@H]1CO1. The LUMO energy comes out at -0.009 Ha.



Entry 4:
The following is a DFT calculation (ωB97M-V/def2-TZVPD) of C28H27N9O2PRhS2 as an isolated structure at a distorted geometry.

Geometry as XYZ:
```
70
C28H27N9O2PRhS2, DFT ωB97M-V/def2-TZVPD
Rh 0.06213 -0.58884 0.22149
C -0.62050 -4.55166 -3.54720
N -0.95234 -3.70023 -2.40357
C -2.17207 -3.64921 -1.78882
C -2.05628 -2.75514 -0.76789
N -0.77020 -2.28281 -0.73800
C -0.12630 -2.85686 -1.75180
P 1.62079 -2.55868 -2.19483
C 2.24659 -2.50911 -0.48686
N 1.78643 -1.68849 0.45146
C 2.52685 -1.91988 1.58233
C 3.43365 -2.90024 1.31468
N 3.25001 -3.26004 0.01047
C 4.00373 -4.29378 -0.70062
C 1.48451 -0.75265 -2.38546
N 0.66454 0.02844 -1.67674
C 0.78057 1.29302 -2.19623
C 1.65786 1.25695 -3.23781
N 2.08967 -0.03496 -3.35026
C 3.06139 -0.52073 -4.32871
H -1.54753 -4.90011 -3.99210
H -0.06744 -3.98137 -4.28868
H -0.03300 -5.40819 -3.22387
H -3.00696 -4.23882 -2.12558
H -2.80801 -2.44652 -0.06159
H 2.40037 -1.36593 2.49632
H 4.18847 -3.35323 1.93353
H 4.69067 -4.75549 0.00175
H 3.32833 -5.05349 -1.08627
H 4.57190 -3.85260 -1.51625
H 0.22255 2.13272 -1.82335
H 2.00201 2.03412 -3.89780
H 3.51160 0.33951 -4.81431
H 3.84275 -1.08956 -3.83087
H 2.57197 -1.13844 -5.07885
N -0.60438 -1.29334 2.05058
C -1.82689 -0.61161 2.44541
C -2.28755 -0.54945 3.72524
C -3.51383 0.10215 3.98899
C -4.23495 0.67196 2.97922
C -3.74100 0.66702 1.65208
C -4.38015 1.29835 0.56140
C -3.77345 1.30862 -0.66211
C -2.51020 0.71755 -0.80418
N -1.90441 0.08905 0.17901
C -2.50931 0.04024 1.40172
H 0.06327 -1.32480 2.81589
H -0.80536 -2.26139 1.79492
H -1.73634 -1.01024 4.53602
H -3.88194 0.13464 5.00468
H -5.18013 1.15707 3.18477
H -5.33254 1.79006 0.71265
H -4.21941 1.80802 -1.50939
H -1.97986 0.76761 -1.74665
O -0.77795 4.31672 -1.25643
S -1.04718 3.93935 0.10080
O -2.40087 3.93947 0.56995
N -0.40582 2.42040 0.33672
C 0.50869 2.44316 1.23709
S 1.25925 0.93267 1.61762
C 0.83152 3.76175 1.82837
C 1.77037 4.09577 2.78650
C 1.87789 5.43270 3.15418
C 1.06995 6.40314 2.57288
C 0.12344 6.06932 1.60655
C 0.02940 4.74195 1.25700
H 2.40477 3.34120 3.23339
H 2.60279 5.72491 3.90147
H 1.17945 7.43614 2.87370
H -0.50601 6.82214 1.15230
```

For the HOMO-LUMO gap, the calculation gives 8.155 eV. The calculation puts the HOMO energy at -0.4991 Ha. For the largest force on an atom, the calculation gives 1.56 eV/Å. The calculation puts the electronic energy at -80937.4710 eV. The relative energy (zero: lowest compared OMol25 entry of this formula, charge and spin) comes out at 17.2 kJ/mol. Its net charge is +2. The LUMO energy comes out at -0.199 Ha.



Entry 5:
The following is a DFT calculation (ωB97M-V/def2-TZVPD) of C30H37O8OsS as an isolated structure at a distorted geometry.

Geometry as XYZ:
```
77
C30H37O8OsS, DFT ωB97M-V/def2-TZVPD
C -4.08952 -5.01938 -3.55646
C -3.00032 -3.94914 -3.63748
C -3.95750 -5.64036 -2.14518
C -2.56311 -5.21264 -1.61179
H -3.99976 -6.73076 -2.22186
H -4.78357 -5.30952 -1.50278
C -1.87066 -4.48398 -2.75637
H -3.41630 -3.03832 -3.18773
H -2.70916 -3.73257 -4.67424
C -1.01461 -3.41739 -2.13241
H -1.29969 -5.19478 -3.36509
H -2.00143 -6.11221 -1.31701
C -2.43740 -4.22461 -0.37927
C -5.46384 -4.45200 -3.89128
C -3.94723 -6.03404 -4.68683
O -4.15283 -7.23083 -4.60344
O -5.82444 -3.30592 -3.64375
O -6.22206 -5.32256 -4.58054
O -3.63445 -5.42532 -5.84554
C -3.60305 -6.26867 -6.99847
H -3.42844 -5.59822 -7.83555
H -4.55910 -6.79009 -7.11597
H -2.79046 -7.00316 -6.91668
C -7.51003 -4.82036 -4.93665
H -8.05139 -4.46227 -4.05529
H -8.02555 -5.66239 -5.39081
H -7.42074 -3.99829 -5.65665
O -1.50609 -3.08853 -0.81991
H -0.99050 -2.49160 -2.73127
H -0.00859 -3.81451 -1.98792
C -1.76135 -4.94676 0.77891
C -3.74804 -3.60395 0.06671
H -4.37812 -4.38922 0.50171
H -4.28959 -3.13447 -0.76723
H -3.56489 -2.85190 0.85027
H -1.65858 -4.27616 1.64932
H -0.77630 -5.33122 0.46427
H -2.39661 -5.80029 1.05615
Os -0.06782 -0.52028 -0.08364
C 2.17002 -0.69300 0.52087
C 1.78709 -1.90248 -0.13238
C 1.31856 -1.55494 -1.43686
H 1.80154 -2.89621 0.29687
C 1.40683 -0.15487 -1.58172
C 1.85516 0.40173 -0.33077
H 2.04046 1.45212 -0.13996
H 2.65129 -0.61982 1.48805
H 1.05777 -2.24054 -2.22898
H 1.20781 0.38915 -2.49549
C -2.13950 0.57228 0.54880
C -1.08771 1.45673 0.15671
C -0.75590 1.16081 -1.19334
H -0.71369 2.30284 0.72071
C -1.49057 -0.00514 -1.59352
C -2.37792 -0.33334 -0.51985
H -3.11742 -1.11913 -0.53367
H -2.62291 0.55786 1.51510
H -0.11381 1.76574 -1.81564
H -1.44261 -0.49290 -2.55936
C 2.37685 6.06291 6.83361
C 2.04786 4.90285 5.93296
C 1.75685 5.09250 4.57918
C 1.43008 4.00753 3.75822
C 1.45356 2.72730 4.28984
C 1.72434 2.50951 5.63396
C 2.03239 3.59958 6.44646
S 1.05985 1.26792 3.23267
O 1.04632 1.94805 1.92590
O 2.14720 0.32167 3.44198
O -0.21555 -0.86860 1.70446
H 3.31865 6.54165 6.54343
H 1.59959 6.83488 6.81440
H 2.48146 5.71076 7.86268
H 1.77259 6.09508 4.14556
H 1.15748 4.17145 2.71686
H 1.68314 1.50569 6.04313
H 2.26103 3.43891 7.50138
```

For the HOMO-LUMO gap (spin up / spin down), the calculation gives 3.419 / 4.973 eV. The calculation puts the HOMO energy (spin up / spin down) at -0.0586 / -0.1160 Ha. For the largest force on an atom, the calculation gives 4.83 eV/Å. The calculation puts the electronic energy at -61385.6392 eV. As for the expectation value of S²: 6.02. The multiplicity is 5. The relative energy (zero: lowest compared OMol25 entry of this formula, charge and spin) comes out at 0.0 kJ/mol. Its net charge is -1. The LUMO energy (spin up / spin down) comes out at 0.067 / 0.067 Ha.



Entry 6:
The following is a DFT calculation (ωB97M-V/def2-TZVPD) of C26H31BrF6InN8Sb as an isolated structure at a distorted geometry.

Geometry as XYZ:
```
74
C26H31BrF6InN8Sb, DFT ωB97M-V/def2-TZVPD
In 0.36705 -0.18171 -0.00574
C -0.80946 1.05390 2.48469
C 0.71550 1.26009 2.70170
N 1.28726 1.40629 1.34721
C 1.17660 2.76440 0.88197
C 0.26950 2.86203 -0.31036
C -0.15525 4.25845 -0.59760
C -1.10365 4.55425 -1.59454
C -1.69989 3.46499 -2.14548
C -1.54372 2.04103 -1.76053
C -1.76420 1.09334 -2.89986
N -2.30940 -0.22937 -2.12584
C -2.94959 -0.80618 0.14641
C -2.51377 -0.46986 1.57237
N -1.03526 -0.21560 1.79702
N -0.26804 1.80981 -0.84734
H -1.32710 1.04313 3.46920
H -1.22719 1.91289 1.94539
H 0.91045 2.05301 3.37760
H 1.10572 0.37555 3.07779
H 2.16136 1.01341 1.32383
H 0.79033 3.41237 1.66857
H 2.22299 3.10236 0.62815
H 0.24219 5.08029 -0.03306
H -1.29750 5.57780 -1.87593
H -2.43719 3.70253 -2.90305
H -2.61198 1.43556 -3.60597
H -0.85242 0.84410 -3.38263
H -1.63658 -1.00319 -2.21443
H -4.04873 -0.78727 0.16029
H -2.64950 -1.80411 -0.13927
H -2.99397 0.40187 2.03605
H -2.74007 -1.28189 2.25009
H -0.68553 -1.06737 2.20580
N 2.35265 -1.56956 0.26368
C 3.38730 -1.50269 1.31251
C 4.65798 -1.74524 1.00504
C 5.64431 -1.53537 1.88095
C 5.21083 -1.15297 3.19779
C 3.87971 -0.98783 3.45068
N 2.88824 -1.12464 2.53179
C 1.55388 -2.75396 0.40111
C 2.10143 -3.94428 0.82483
C 1.29385 -4.99877 1.12494
C -0.13624 -4.88411 0.93551
C -0.55730 -3.60138 0.59564
N 0.24899 -2.53965 0.27264
H 2.78249 -1.51033 -0.63511
H 4.87794 -2.10246 0.04680
H 6.71005 -1.61526 1.70353
H 5.98352 -0.98668 3.96211
H 3.45468 -0.76176 4.45973
H 3.13517 -4.04137 0.84797
H 1.68775 -5.98412 1.21149
H -0.75446 -5.74660 1.04187
H -1.63803 -3.47312 0.46425
F 0.49312 -0.54099 -2.20730
Sb 2.21244 0.02499 -3.19177
F 3.78530 0.75319 -3.85533
F 1.42320 -0.85676 -4.68933
F 1.38688 1.71860 -3.48671
F 3.09255 -1.52649 -2.54338
F 2.42378 0.73038 -1.40563
Br -4.63520 3.35105 0.24216
C -4.03065 1.99432 -0.84956
C -4.90065 1.26732 -1.55494
C -4.70447 0.06350 -2.43871
C -3.58904 -0.59261 -2.74710
N -2.35219 0.16411 -0.73638
C -2.57796 1.57281 -0.71149
H -5.88254 1.60451 -1.45471
H -5.63915 -0.35100 -2.80124
H -3.47378 -1.43377 -3.41062
H -2.38538 1.94207 0.30983
```

For the HOMO-LUMO gap (spin up / spin down), the calculation gives 8.012 / 7.532 eV. The calculation puts the HOMO energy (spin up / spin down) at -0.6133 / -0.6379 Ha. For the largest force on an atom, the calculation gives 4.71 eV/Å. The calculation puts the electronic energy at -137419.8317 eV. As for the expectation value of S²: 0.78. The multiplicity is 2. The relative energy (zero: lowest compared OMol25 entry of this formula, charge and spin) comes out at 503.3 kJ/mol. Its net charge is +3. The LUMO energy (spin up / spin down) comes out at -0.319 / -0.361 Ha.



> Which value of electronic energy does entry 2 give?

-35266.7571 eV



> The lowest electronic energy belongs to which entry?

C26H31BrF6InN8Sb



> Look up the largest force on an atom of the third one.

9.41 eV/Å